The following is a quantum chemistry calculation of a 8-piece molecular cluster, C27H59BN2O11S overall, from OMol25.

As for the molar mass: 630.7 g/mol. The frontier orbital gap comes out at 8.064 eV. The calculation puts the LUMO energy at -0.645 eV. As for the strongest force on any atom: 0.0853 hartree/bohr. The SMILES is CCB(O)c1cnc2cccc(CCCS(=O)(=O)O)c2n1.CCO.CCO.CCO.CCO.CCO.CCO.CCO.

The geometry in ORCA input format:
```
! RIJCOSX wB97M-V def2-TZVPD def2/J DEFGRID3
* xyz 0 1
C 3.799 -2.114 0.203
C 3.080 -1.058 -0.763
B 3.241 0.469 -0.291
O 4.173 0.892 0.707
C 2.296 1.557 -1.057
C 2.976 2.623 -1.865
N 2.377 3.595 -2.606
C 0.996 3.455 -2.505
C 0.153 4.439 -3.279
C -1.297 4.460 -3.255
C -2.003 3.444 -2.406
C -1.232 2.447 -1.644
C -2.071 1.448 -0.778
C -1.650 -0.079 -0.931
C -2.882 -1.058 -1.289
S -2.361 -2.066 -2.751
O -3.572 -2.632 -3.364
O -1.704 -1.235 -3.766
O -1.368 -3.253 -2.141
C 0.277 2.452 -1.693
N 0.936 1.476 -0.945
H 4.577 -2.671 -0.405
H 4.326 -1.622 1.068
H 3.077 -2.890 0.567
H 2.005 -1.365 -0.881
H 3.558 -1.174 -1.788
H 4.998 1.114 0.202
H 4.105 2.619 -1.865
H 0.683 5.202 -3.913
H -1.812 5.258 -3.844
H -3.116 3.463 -2.347
H -2.096 1.791 0.299
H -3.148 1.516 -1.127
H -0.768 -0.233 -1.605
H -1.308 -0.418 0.096
H -3.846 -0.513 -1.457
H -3.070 -1.817 -0.471
H -0.442 -3.040 -2.378
C 1.099 0.000 4.344
C 1.604 -0.382 2.967
O 0.614 -0.088 1.981
H 0.180 -0.540 4.577
H 1.845 -0.224 5.110
H 0.862 1.068 4.386
H 1.818 -1.451 2.923
H 2.520 0.164 2.718
H 0.437 0.861 2.019
C 7.361 3.464 -2.432
C 7.663 3.333 -0.952
O 6.907 2.260 -0.387
H 6.296 3.646 -2.592
H 7.928 4.285 -2.875
H 7.610 2.540 -2.962
H 7.393 4.248 -0.424
H 8.727 3.140 -0.787
H 7.158 1.452 -0.853
C -6.809 -3.385 -6.291
C -5.818 -2.273 -6.580
O -5.491 -1.577 -5.386
H -7.720 -2.980 -5.845
H -7.072 -3.923 -7.205
H -6.391 -4.097 -5.573
H -6.246 -1.554 -7.281
H -4.898 -2.675 -7.017
H -5.103 -2.217 -4.773
C 3.695 4.202 1.885
C 4.842 5.163 1.638
O 6.091 4.514 1.859
H 3.730 3.820 2.908
H 2.733 4.693 1.724
H 3.764 3.338 1.220
H 4.782 6.013 2.319
H 4.819 5.541 0.610
H 6.144 3.768 1.248
C -4.271 1.063 2.434
C -4.208 -0.338 2.993
O -3.300 -1.121 2.224
H -4.595 1.043 1.391
H -4.959 1.687 3.007
H -3.280 1.525 2.454
H -5.191 -0.810 2.952
H -3.873 -0.332 4.034
H -2.431 -0.699 2.276
C -2.528 -6.495 -0.645
C -1.258 -6.751 0.137
O -0.184 -5.994 -0.414
H -2.392 -6.765 -1.694
H -3.362 -7.071 -0.238
H -2.786 -5.433 -0.619
H -0.987 -7.806 0.092
H -1.383 -6.471 1.189
H -0.428 -5.062 -0.362
C -2.831 -2.122 7.074
C -2.533 -0.736 6.535
O -1.768 -0.824 5.337
H -1.904 -2.663 7.273
H -3.412 -2.066 7.997
H -3.393 -2.709 6.341
H -1.955 -0.161 7.260
H -3.460 -0.193 6.324
H -2.288 -1.326 4.695
*
```